Entry 1:
ORCA calculation (wB97M-V/def2-TZVPD) on a cluster of 2 separate species, C2H11N2O in total at a distorted geometry.

Structure (XYZ):
```
16
Properties=species:S:1:pos:R:3:forces:R:3
C 1.4447 0.5906 1.4719 -0.7 -0.7 0.7
N 1.1720 0.9095 0.0489 1.2 -0.4 -0.8
H 0.9245 1.3008 2.1087 0.1 0.3 -0.2
H 0.9567 -0.3636 1.6754 0.3 -0.1 0.0
H 2.4867 0.5521 1.7652 0.1 0.0 -0.4
H 1.9102 1.4857 -0.3767 -0.9 1.0 0.6
H 0.1453 1.1497 -0.0020 0.6 0.3 -0.6
H 1.2728 0.1159 -0.6136 -0.7 -0.5 0.8
N -0.4565 -1.0577 -1.4468 0.8 0.4 -1.2
C -1.5033 -0.8637 -0.5217 -0.5 0.5 1.4
O -1.4702 0.5417 -0.1335 0.2 -0.1 -0.1
H -0.2129 -2.0151 -1.6787 -0.3 0.0 0.4
H -0.6392 -0.5760 -2.3262 -0.1 -0.2 0.1
H -2.5346 -1.0417 -0.8250 0.1 -0.3 -0.4
H -1.2896 -1.4301 0.3855 -0.1 -0.4 -0.1
H -2.2065 0.7020 0.4684 0.0 0.1 -0.1
```
Forces are in eV/Å.

Results
- charge = +1
- highest occupied orbital energy (eV) = -14.25
- Kohn-Sham gap (eV) = 11.21

Entry 2:
ORCA calculation (wB97M-V/def2-TZVPD) on a cluster of 3 separate species, C2H11N2O2 in total at a distorted geometry.

Structure (XYZ):
```
17
Properties=species:S:1:pos:R:3:forces:R:3
C -0.1189 0.1001 -0.6574 0.8 0.3 0.8
C -0.0087 1.3196 -0.1316 -0.4 1.0 -0.2
N 0.5201 2.4697 -0.9072 -1.2 -1.1 -0.6
N -0.2298 -1.0602 0.1295 -1.2 1.3 -1.5
H -0.0287 -0.0626 -1.7314 0.0 0.2 0.1
H -0.2818 1.6778 0.8416 0.3 -0.8 0.4
H -0.1148 3.3120 -0.8602 0.3 -0.1 0.1
H 1.4859 2.6996 -0.5815 0.4 0.3 -0.1
H 0.5259 2.1429 -1.8950 0.5 0.5 -0.2
H 0.5160 -1.1593 0.7898 0.0 -0.6 0.0
H -0.4708 -1.7781 -0.5375 0.7 -1.0 1.2
H 0.7851 0.2960 3.1988 0.6 -0.3 0.0
H -0.4848 0.9721 3.5028 -0.3 0.3 -0.1
O 0.2684 1.0429 2.9087 -0.3 0.0 0.4
H -0.7326 -4.6656 -0.9677 0.0 -0.2 0.2
H -1.1107 -3.5497 -1.9171 0.0 -0.1 0.0
O -0.5198 -3.7572 -1.1846 -0.1 0.2 -0.3
```
Forces are in eV/Å.

Results
- 2S+1 = 2
- highest occupied orbital energy (alpha / beta) (eV) = -3.28 / -8.72
- Kohn-Sham gap (alpha / beta) (eV) = 3.68 / 9.11

Entry 3:
ORCA calculation (wB97M-V/def2-TZVPD) on a cluster of 3 separate species, C2H11N2O2 in total at a distorted geometry.

Structure (XYZ):
```
17
Properties=species:S:1:pos:R:3:forces:R:3
C -1.1020 1.1210 -2.0824 1.2 -0.1 -0.6
N -0.2870 0.6850 -0.9459 -0.9 0.5 -0.3
C 0.9010 1.1486 -0.6956 0.1 -0.4 0.3
N 1.5553 0.8259 0.3874 0.8 0.1 0.2
H -0.4367 1.6049 -2.7995 -0.1 0.3 0.2
H -1.8883 1.8056 -1.7873 -0.2 -0.2 0.0
H -1.4177 0.2377 -2.6135 -0.7 -0.2 0.0
H -0.7979 0.2100 -0.2115 0.2 0.0 0.3
H 1.3918 1.7867 -1.4225 -0.1 0.0 0.0
H 1.1880 0.1804 1.0808 -0.4 0.2 0.0
H 2.4809 1.1910 0.5349 0.1 0.0 0.0
H -0.3711 -3.6894 0.8840 0.1 0.4 0.0
H -0.0583 -2.5315 -0.0877 0.0 -0.3 0.1
O -0.0589 -2.7700 0.8498 -0.2 0.0 -0.2
H -0.7947 -1.1743 1.6776 0.2 0.4 0.2
H -0.6498 -0.1795 2.8433 -0.1 0.1 -0.1
O -0.7075 -0.2143 1.8807 0.1 -0.7 -0.2
```
Forces are in eV/Å.

Results
- charge = +1
- highest occupied orbital energy (eV) = -14.97
- Kohn-Sham gap (eV) = 11.86

Entry 4:
ORCA calculation (wB97M-V/def2-TZVPD) on a cluster of 2 separate species, C2H11N3 in total at a distorted geometry.

Structure (XYZ):
```
16
Properties=species:S:1:pos:R:3:forces:R:3
C 2.6546 -2.5011 -3.0074 -0.5 1.2 1.8
N 2.6215 -1.1186 -2.3153 0.8 -1.3 -2.2
H 3.6174 -2.6991 -3.4750 0.2 -0.2 0.6
H 1.9257 -2.6059 -3.8127 -0.3 0.0 0.2
H 2.4051 -3.0540 -2.0943 0.2 -1.2 -1.0
H 3.2116 -0.6022 -2.9756 -0.6 0.8 0.5
H 1.6479 -0.8602 -2.4510 0.1 0.7 0.2
N -3.2502 1.3642 2.3859 -1.3 -1.5 -1.1
C -1.8929 1.4712 2.8478 1.2 1.0 0.6
N -0.8244 1.6776 1.8670 0.0 -0.1 -0.6
H -3.3688 1.8332 1.4910 0.3 1.0 0.3
H -3.4563 0.4284 1.9701 0.6 0.2 1.1
H -1.7821 2.3148 3.5404 -0.5 0.5 -0.4
H -1.6258 0.7367 3.6162 -0.2 -0.8 -0.9
H -0.8994 1.0655 1.0529 0.0 -0.8 0.4
H -0.9838 2.5495 1.3602 -0.1 0.4 0.6
```
Forces are in eV/Å.

Results
- charge = -1
- 2S+1 = 2
- highest occupied orbital energy (alpha / beta) (eV) = 1.36 / -5.42
- Kohn-Sham gap (alpha / beta) (eV) = 2.24 / 9.17

Entry 5:
ORCA calculation (wB97M-V/def2-TZVPD) on a cluster of 2 separate species, C2H11N3O in total.

Structure (XYZ):
```
17
Properties=species:S:1:pos:R:3:forces:R:3
C 2.3686 -0.1366 -0.1711 -0.3 0.0 0.0
C 0.8487 -0.0082 -0.0978 0.2 -0.1 -0.3
N 0.2730 -1.2300 0.4371 0.1 -0.1 0.1
N 0.5142 1.0663 0.8195 0.0 0.2 0.0
H 2.7724 -0.1103 0.8397 0.0 -0.1 0.0
H 2.6474 -1.0797 -0.6466 0.0 0.1 0.0
H 2.7898 0.6874 -0.7498 0.1 0.0 0.0
H 0.4736 0.1999 -1.1367 0.1 -0.1 0.4
H 0.5979 -2.0291 -0.0934 -0.1 0.0 0.0
H -0.7390 -1.1949 0.3577 0.1 -0.1 -0.2
H 0.9966 1.9162 0.5538 -0.1 0.1 0.0
H -0.4814 1.2531 0.8117 0.0 0.1 -0.1
N -2.4520 -0.1770 -0.5689 -0.3 -0.3 0.4
O -2.7303 0.7112 0.5214 -0.1 0.1 -0.1
H -2.0490 0.4096 -1.2857 0.0 0.2 -0.1
H -3.3560 -0.5055 -0.9093 0.1 0.2 0.1
H -2.4746 0.2274 1.3184 0.0 -0.1 -0.2
```
Forces are in eV/Å.

Results
- structure (SMILES) = CC(N)N.NO
- highest occupied orbital energy (eV) = -8.81
- Kohn-Sham gap (eV) = 9.74

Entry 6:
ORCA calculation (wB97M-V/def2-TZVPD) on a cluster of 3 separate species, C2H11N3O2 in total at a distorted geometry.

Structure (XYZ):
```
18
Properties=species:S:1:pos:R:3:forces:R:3
H -0.3284 1.0105 2.2175 -0.9 -0.3 0.5
N -0.2146 0.6782 1.2784 1.1 -1.6 -1.3
C -0.0328 -0.6189 1.1759 1.7 2.7 -1.0
N -0.5041 -1.4856 2.1405 0.2 -1.5 -0.2
N 0.8580 -1.0604 0.0537 -3.9 1.1 2.7
C 1.0769 -0.0146 -0.9773 3.5 -1.9 2.1
H -0.5621 -2.4230 1.8124 0.4 -0.9 -0.2
H -1.3945 -1.3526 2.6184 0.5 1.1 -0.4
H 1.3194 -1.9511 0.1074 -0.2 0.1 -0.3
H 1.8763 0.6438 -0.4757 -1.7 0.1 -1.3
H 0.1546 0.3753 -1.3167 -0.6 0.9 -0.1
H 1.5940 -0.5629 -1.7645 -0.2 0.3 -0.3
O 2.7325 -0.3519 -3.8357 -2.8 -1.7 -3.0
H 3.3306 0.0306 -3.2574 1.6 2.0 1.0
H 2.3466 0.1727 -4.5918 1.3 -0.3 1.9
O -3.8513 2.3808 1.0131 -0.9 1.5 -1.8
H -3.2155 1.8990 1.4996 1.4 -0.7 0.5
H -3.4102 2.8023 0.2314 -0.4 -0.8 1.3
```
Forces are in eV/Å.

Results
- structure (SMILES) = [H]/N=C(\N)NC.O.O
- highest occupied orbital energy (eV) = -8.44
- Kohn-Sham gap (eV) = 9.21

no.,calculated total energy (eV)
1,-7273.53423
2,-9323.27050
3,-9322.06735
4,-6720.02976
5,-8768.51002
6,-10816.22903